ORCA calculation (ωB97M-V/def2-TZVPD) on a structure of composition Al2F.

The spin multiplicity is 1. The value obtained for the energy relative to the best compared isomer or geometry (same formula, charge and spin) is 63.9 kcal/mol. The value obtained for the total energy is -581.030194 a.u. The calculation puts the HOMO-LUMO gap at 2.96 eV. The lowest unoccupied orbital energy is -33.537 eV. As for the net charge: +5.

Each line ends with the natural charge from an NBO analysis.
CARTESIAN COORDINATES (ANGSTROEM)
Al 1.57 -0.09 1.31  2.485
Al -2.91 -1.41 -1.04  2.700
F 1.34 1.51 -0.27  -0.185